{
  "formula": "C25H34Cl28N2O3",
  "method": "ωB97M-V/def2-TZVPD",
  "elements": ["C", "C", "C", "O", "C", "C", "C", "C", "N", "C", "O", "C", "C", "C", "C", "C", "O", "C", "C", "N", "C", "C", "C", "H", "H", "H", "H", "H", "H", "H", "H", "H", "H", "H", "H", "H", "H", "H", "H", "H", "H", "H", "H", "H", "H", "H", "H", "H", "H", "H", "H", "H", "H", "H", "H", "H", "H", "C", "Cl", "Cl", "Cl", "Cl", "C", "Cl", "Cl", "Cl", "Cl", "C", "Cl", "Cl", "Cl", "Cl", "C", "Cl", "Cl", "Cl", "Cl", "C", "Cl", "Cl", "Cl", "Cl", "C", "Cl", "Cl", "Cl", "Cl", "C", "Cl", "Cl", "Cl", "Cl"],
  "coordinates": [[-3.553743, -5.113312, 2.391691], [-3.259254, -3.618684, 2.242928], [-3.190899, -3.156906, 0.785920], [-2.044898, -2.335254, 0.614150], [-1.453270, -2.326756, -0.661742], [-1.752353, -1.101027, -1.524131], [-3.230362, -1.041092, -1.950302], [-3.624916, -1.962637, -3.102511], [-0.898845, -1.272642, -2.736542], [-0.599119, 0.078174, -3.127246], [-0.750434, 0.507699, -4.236904], [-0.167602, 0.825567, -1.880488], [-0.284020, 2.342657, -1.918134], [1.208471, 0.398391, -1.359271], [2.452386, 1.032045, -2.005345], [2.411518, 1.248775, -3.510488], [3.413562, 2.205112, -3.825179], [3.277923, 2.734707, -5.120438], [-1.292253, 0.295649, -0.922429], [-0.998097, 0.429947, 0.453392], [-1.562411, 0.889144, 1.480323], [-1.110154, 2.193579, 2.087307], [-2.720821, 0.201298, 2.164649], [-3.008527, -5.698354, 1.649799], [-3.266078, -5.475117, 3.377882], [-4.616060, -5.325051, 2.266969], [-2.309528, -3.385264, 2.722857], [-4.052274, -3.075091, 2.759282], [-4.082950, -2.563238, 0.561415], [-3.148469, -4.018036, 0.111760], [-0.368907, -2.366250, -0.508234], [-1.733704, -3.223124, -1.226480], [-3.509096, -0.017432, -2.206171], [-3.830948, -1.327195, -1.084594], [-2.946418, -1.873565, -3.945102], [-4.619330, -1.676623, -3.450443], [-3.707416, -3.002391, -2.783687], [-0.032210, -1.747249, -2.507969], [-0.225237, 2.698911, -0.886295], [0.513580, 2.834853, -2.469535], [-1.244656, 2.656520, -2.327310], [1.331823, -0.687550, -1.365108], [1.198936, 0.684868, -0.305539], [3.279636, 0.342776, -1.823185], [2.738351, 1.958350, -1.508114], [1.449954, 1.619094, -3.869266], [2.652983, 0.312898, -4.032558], [3.626400, 2.033125, -5.886986], [2.237691, 2.997407, -5.340413], [3.882163, 3.637666, -5.175344], [-2.136275, 0.962365, -1.118517], [-1.337947, 2.289203, 3.147911], [-1.633690, 2.976683, 1.529402], [-0.044976, 2.333019, 1.910283], [-2.413158, -0.769843, 2.546878], [-3.111327, 0.791830, 2.989498], [-3.537563, 0.048172, 1.453654], [-2.367629, 6.117419, 2.317648], [-3.511663, 5.042091, 3.145666], [-2.397698, 5.758665, 0.588892], [-2.817624, 7.795405, 2.586263], [-0.746516, 5.827450, 2.954747], [5.240113, -1.036237, 0.510100], [6.281555, -2.065361, 1.497183], [3.555140, -1.519478, 0.729210], [5.438719, 0.648164, 0.997153], [5.682325, -1.219460, -1.187532], [7.749873, -3.342481, 4.997546], [8.780683, -1.917994, 5.135524], [8.250951, -4.556121, 6.174777], [6.070599, -2.888379, 5.289126], [7.898026, -4.013614, 3.366603], [-5.933349, 1.352585, 4.889632], [-7.403705, 1.708602, 3.983893], [-4.662962, 2.485933, 4.400863], [-6.240204, 1.527065, 6.616008], [-5.407862, -0.298441, 4.541597], [5.440664, -5.590546, -1.737725], [6.655102, -6.091857, -2.916886], [4.344999, -4.423970, -2.482852], [4.519804, -6.999049, -1.201232], [6.239554, -4.846870, -0.349991], [9.141082, -0.774241, -3.208142], [7.659096, -1.040245, -4.132458], [9.102946, 0.837970, -2.493646], [9.255164, -1.985174, -1.926761], [10.535568, -0.916902, -4.280399], [-7.723921, 7.604244, 2.731136], [-6.281087, 6.671063, 3.132296], [-8.997203, 6.513701, 2.175896], [-8.280721, 8.479296, 4.160141], [-7.335002, 8.755965, 1.449775]],
  "atomic_forces_ev_per_a": [[-0.010, 0.008, -0.023], [-0.192, -0.343, -0.011], [-0.042, 0.327, 0.278], [0.007, -0.151, -0.044], [0.159, 0.133, 0.124], [0.735, -0.090, -0.280], [-0.048, -0.367, 0.004], [-0.370, 0.140, 0.055], [-0.707, 0.118, -0.400], [0.709, 0.010, -0.141], [0.029, -0.050, 0.133], [-0.477, 0.259, 0.410], [0.094, 0.038, 0.068], [0.258, 0.117, -0.048], [0.105, -0.441, -0.088], [0.417, 0.166, -0.012], [-0.085, 0.154, 0.142], [0.067, -0.034, -0.115], [-0.487, -1.084, 0.115], [0.224, 1.728, -0.515], [-0.105, -0.912, 0.310], [0.474, -0.314, 0.163], [-0.448, 0.466, -0.021], [0.061, -0.027, 0.029], [-0.028, 0.002, 0.044], [-0.012, -0.026, -0.087], [0.036, 0.095, -0.053], [0.173, 0.183, 0.128], [-0.101, -0.183, -0.204], [0.012, 0.025, -0.068], [0.016, 0.013, 0.079], [-0.028, -0.006, -0.030], [0.083, 0.042, -0.042], [-0.042, 0.318, 0.118], [0.100, -0.099, 0.035], [-0.041, -0.023, 0.009], [0.232, -0.075, -0.067], [-0.019, -0.057, 0.027], [-0.018, 0.031, 0.031], [-0.023, -0.025, -0.106], [0.011, -0.009, -0.106], [-0.195, -0.050, -0.063], [0.015, -0.117, 0.064], [0.105, 0.121, 0.177], [-0.228, 0.191, -0.138], [-0.070, -0.115, 0.012], [-0.270, -0.070, -0.079], [-0.033, -0.049, -0.011], [-0.029, 0.001, 0.018], [0.064, 0.001, 0.011], [-0.038, 0.055, 0.196], [-0.027, 0.078, 0.020], [-0.086, 0.038, 0.084], [0.023, 0.054, 0.015], [0.076, -0.047, -0.129], [0.040, -0.009, 0.011], [0.040, -0.176, -0.059], [0.068, -0.114, -0.003], [0.146, 0.149, -0.059], [0.005, 0.012, -0.021], [-0.037, 0.037, 0.015], [0.013, -0.001, -0.010], [0.009, -0.034, -0.096], [-0.047, 0.214, 0.083], [-0.061, -0.021, 0.038], [-0.009, 0.017, -0.002], [0.042, 0.067, -0.045], [-0.024, 0.031, -0.020], [0.010, 0.019, 0.002], [0.007, -0.012, 0.014], [-0.023, 0.004, 0.006], [0.117, -0.162, 0.058], [-0.008, 0.004, -0.036], [-0.023, 0.000, -0.010], [-0.074, -0.102, 0.133], [0.000, -0.008, 0.022], [-0.023, 0.005, 0.029], [0.036, -0.042, 0.007], [0.011, 0.001, -0.015], [-0.021, 0.021, -0.010], [-0.005, -0.015, 0.002], [-0.048, -0.026, -0.063], [-0.027, -0.024, 0.060], [-0.040, -0.018, -0.045], [-0.005, 0.014, 0.015], [0.015, -0.022, 0.006], [0.015, 0.004, -0.014], [-0.003, 0.001, 0.014], [-0.104, 0.030, -0.018], [-0.014, -0.013, -0.007], [-0.005, 0.008, 0.015], [0.001, 0.014, -0.014]],
  "orbital_gap_ev": 7.657,
  "molar_mass_g_mol": 1403.24,
  "charge": 0,
  "smiles": "CCCOC[C@]1(CC)NC(=O)[C@](C)(CCCOC)[C@@H]1N=C(C)C.ClC(Cl)(Cl)Cl.ClC(Cl)(Cl)Cl.ClC(Cl)(Cl)Cl.ClC(Cl)(Cl)Cl.ClC(Cl)(Cl)Cl.ClC(Cl)(Cl)Cl.ClC(Cl)(Cl)Cl",
  "spin_multiplicity": 1
}